No. 1
Below is a structure of composition C26H45N4O2PdSbSi3, with properties calculated with ωB97M-V/def2-TZVPD.

Geometry as XYZ:
```
82
C26H45N4O2PdSbSi3 ωB97M-V/def2-TZVPD
O -2.20 0.17 3.26
C 3.54 -3.20 -0.65
C 2.47 0.11 2.95
H -1.72 4.51 -1.22
C 2.72 2.50 -3.54
H -2.99 0.48 3.72
H 0.50 -3.37 -3.26
C -3.65 2.18 -0.82
C 0.92 -5.09 0.78
C 1.69 1.78 -4.12
H -4.31 1.34 -1.01
H 2.19 -3.79 -3.53
C -0.66 1.08 -1.44
H -4.19 3.09 -1.09
H -2.93 -2.12 0.00
C -1.54 3.94 -2.14
C -1.42 -4.40 -0.86
H 2.18 -3.01 1.73
H 1.44 1.77 2.09
H 4.23 -3.47 -1.45
C 1.41 -3.72 -2.76
H -0.87 -4.80 -1.72
H -0.47 4.01 -2.34
H 3.55 2.85 -4.14
H 1.88 -0.63 -3.13
H -2.21 -3.76 -1.25
C -1.92 2.47 4.88
Si -2.14 2.17 -1.97
H 3.41 3.33 -1.68
N 0.64 1.31 -3.45
C 2.64 2.75 -2.18
C 2.65 -1.26 2.85
Si 2.00 -2.49 -1.47
H 1.45 2.50 -0.42
H -1.90 -5.25 -0.36
H 3.29 -1.80 3.55
H -2.52 1.63 5.21
C 2.02 -1.94 1.83
H -1.06 2.54 5.55
O 0.05 4.27 0.91
C -0.78 3.49 2.84
Sb -0.96 -1.05 -1.52
H 1.56 -4.93 1.65
H 2.95 0.70 3.72
H -1.71 -4.19 2.29
H -1.81 -2.45 1.99
C -0.32 4.71 3.57
N -0.55 3.38 1.56
H -0.62 5.60 3.02
Si -0.24 -3.65 0.40
H -1.99 1.56 -4.37
H -2.08 4.42 -2.95
C 0.56 1.56 -2.14
C -1.43 2.34 3.47
C -2.79 1.57 -3.63
H -2.37 -0.69 0.87
H 3.51 -1.26 -2.95
H 0.77 4.74 3.63
C -2.60 -1.09 -0.11
C 2.60 -0.98 -2.40
H 1.71 1.56 -5.19
H -0.72 4.76 4.58
H -3.19 0.55 -3.57
C 1.20 -1.27 0.91
Pd -0.93 1.53 0.57
H 4.05 -2.45 -0.04
N 1.01 0.04 1.06
H -3.42 -0.52 -0.54
H 2.85 -0.15 -1.74
H -3.60 2.22 -3.99
H 1.23 -4.72 -2.38
H -3.46 2.23 0.25
H -2.50 3.38 5.00
N -1.53 1.28 2.75
H 1.55 -5.39 -0.05
H -0.42 -3.12 2.82
C 0.60 -2.04 -0.24
H 0.27 -5.94 1.02
C 1.63 0.70 2.04
C 1.56 2.28 -1.47
H 3.38 -4.08 -0.04
C -1.13 -3.30 2.02
```

For the largest force on an atom, the calculation gives 0.0109 hartree/bohr. The calculation puts the HOMO-LUMO gap (alpha / beta) at 7.09 / 6.92 eV. Its multiplicity is 3. The electronic energy is -2623.7509 Eh. As for the expectation value of S²: 2.010.



No. 2
Below is a cluster of 13 separate species, C32H94N4O13 in total in a non-equilibrium geometry, with properties calculated with ωB97M-V/def2-TZVPD.

Geometry as XYZ:
```
143
C32H94N4O13 ωB97M-V/def2-TZVPD
H -5.36 0.39 4.88
H -2.20 -8.03 -1.01
H 5.68 -0.63 0.78
H 0.03 0.15 -5.83
C -4.66 0.53 2.72
H -1.90 -0.31 1.85
C -0.05 -5.79 4.46
H -0.25 -1.09 6.45
C 4.66 3.26 -3.37
H -4.08 -2.16 5.15
H 5.42 3.96 -3.71
H 1.11 2.14 2.86
H -1.10 2.35 -3.71
H -6.20 0.95 -1.02
C -1.27 3.01 -2.86
H -2.11 -2.08 -2.85
C 4.66 -1.72 -0.75
O -0.81 -2.71 3.70
H 0.27 -0.56 4.89
C 6.21 -2.64 1.14
C 3.34 3.46 -4.19
H 1.22 -2.05 -0.34
H 4.62 4.32 0.21
H -1.45 -2.51 -0.13
O -0.63 4.25 -2.75
C -0.37 -0.83 0.64
C 0.82 1.81 -6.95
O 2.25 1.40 -6.71
H 2.44 3.77 1.43
C -1.31 -1.46 -0.40
H 0.10 -4.40 3.20
H -0.48 -1.79 -3.65
O -4.21 -0.02 -3.69
C 4.36 3.37 0.67
H 0.68 2.28 -7.93
H -5.13 -3.15 2.84
H -1.31 2.61 2.43
H -6.16 0.69 -3.54
C -1.02 -2.17 -2.79
H -0.50 5.66 -0.37
C -5.43 0.14 -2.94
C -0.22 4.35 1.95
C -0.68 3.28 3.02
H -1.06 -3.40 5.62
H -0.44 0.29 2.34
H 4.63 3.50 1.72
H 6.45 -2.91 2.17
H 0.32 3.90 1.11
H 5.00 2.23 -3.33
H -0.70 -1.94 3.13
H 4.48 -1.82 2.74
H 3.78 -1.08 -0.78
C 2.21 2.57 -3.70
C -4.44 0.63 4.34
C 3.34 -3.12 -2.02
H 7.12 -2.20 0.74
H 0.44 2.59 -6.29
O 2.60 1.72 0.81
C -1.46 3.86 4.22
H 3.15 5.23 -3.52
H 0.52 -5.27 5.22
H 1.55 0.20 -2.12
H 2.64 -2.29 -2.05
N 0.46 2.54 3.52
H -2.55 -5.21 -0.81
H -4.08 1.63 4.61
H -3.24 -6.80 1.15
H 0.59 0.56 -3.52
C 0.04 -1.45 5.46
H -2.35 3.15 -2.80
H 0.16 -0.22 -7.58
H -0.80 -3.23 -2.67
C 5.23 -1.62 0.77
H 0.97 -2.02 5.47
H 0.14 1.98 -1.51
C -0.91 2.24 -1.67
H -0.86 4.28 5.03
H -4.38 -0.63 -4.41
H 0.02 -6.88 4.49
O -0.58 -1.35 -1.68
H 3.41 1.21 0.75
H 4.94 2.49 0.39
H 1.74 -1.12 1.02
H -1.25 2.87 -0.85
H -1.12 -5.68 4.65
H 0.53 4.92 2.49
O -3.48 0.80 2.00
H 4.48 3.50 -2.32
C -5.28 0.80 -1.58
H -5.00 -0.47 2.45
H -4.68 0.18 -0.91
H -3.47 -3.78 3.20
H 1.96 2.89 -2.69
H 3.78 -3.07 -3.01
C -2.23 -6.47 0.88
H 2.76 -4.05 -1.96
H -0.44 6.99 0.81
H 1.74 -0.68 -3.49
H -2.02 -2.01 5.10
H 0.88 -2.52 1.36
H -4.71 1.73 -1.58
O 0.33 -5.33 3.16
N -0.92 -0.51 1.94
H -1.89 -5.55 1.33
O -2.54 -7.19 -1.34
C 1.61 0.36 -3.20
H -6.02 -0.77 -2.88
O -4.53 -2.88 4.70
N 2.91 4.81 -4.41
H 6.02 -3.55 0.57
H -1.98 6.36 0.18
C -2.05 -6.15 -0.59
H 3.57 3.12 -5.20
H -3.87 -2.04 2.89
H -1.37 1.25 -1.61
H -2.31 -1.04 -0.41
C 2.86 3.09 0.70
H -3.73 -0.16 4.57
C -0.97 6.09 0.51
H 1.91 4.88 -4.48
C -0.04 0.55 -6.84
O 4.09 -2.95 -0.86
H 5.36 -1.43 -1.53
H -0.48 4.57 -1.86
C -1.04 -2.47 5.06
C 0.90 -1.69 0.64
H -0.28 0.18 0.26
H -2.16 3.15 4.65
O 2.56 1.12 -3.77
H 2.47 1.43 -5.78
N 4.21 -1.70 1.77
C -4.19 -2.97 3.36
H -1.00 1.05 -7.00
H -5.52 1.09 2.34
H 2.42 3.26 -0.28
H -0.99 -6.01 -0.75
H -2.13 4.69 3.97
H 1.01 3.30 3.89
O -1.39 5.14 1.48
H 1.29 2.76 -4.25
H 3.60 -2.45 1.46
H -1.66 -7.32 1.25
H -3.59 1.69 1.65
```

For the largest force on an atom, the calculation gives 0.0757 hartree/bohr. The calculation puts the HOMO-LUMO gap at 9.12 eV. The electronic energy is -2472.3831 Eh.



No. 3
Below is a cluster of 8 separate species, C28H45BrCl28N4O6P3S3 in total in a non-equilibrium geometry, with properties calculated with ωB97M-V/def2-TZVPD.

Geometry as XYZ:
```
118
C28H45BrCl28N4O6P3S3 ωB97M-V/def2-TZVPD
Cl -0.70 4.91 -4.17
C 0.16 2.36 1.33
C -7.28 -9.16 -1.76
Cl 2.89 1.53 6.24
Br -2.69 2.64 4.69
O 0.13 -3.51 -2.62
C 5.78 6.66 -1.55
C -9.67 -4.11 -0.63
C 0.80 4.13 -0.46
O 2.93 -0.98 2.67
H -0.43 -6.21 -3.36
C -0.39 -0.52 1.35
H 2.44 0.96 -0.43
Cl -8.80 2.96 -0.94
Cl -0.09 4.74 -6.99
Cl -0.27 -8.01 -0.93
H 1.66 -2.03 1.43
O 0.26 -2.03 -0.46
H 5.87 7.67 -1.96
H 0.55 -6.03 -4.82
C 6.48 6.65 -0.21
C 1.55 3.72 -1.72
H 3.74 1.00 1.48
C 2.12 -1.04 1.52
Cl -0.94 -4.23 -9.70
H 0.34 0.47 4.98
H 0.59 3.11 1.99
Cl 2.99 3.22 8.58
H 6.30 5.71 0.32
H 2.63 -1.19 5.30
H 1.06 -1.74 4.67
N -1.45 0.46 1.65
H -1.62 -1.21 -0.24
H -2.60 -0.49 3.68
H 2.80 7.21 -0.24
C 3.82 6.86 -0.12
S -4.45 0.86 1.99
Cl -1.95 6.73 -6.03
H -1.70 -3.84 -1.79
H -0.48 -5.10 -1.44
C 3.94 5.09 -1.70
H 7.56 6.76 -0.34
O -0.52 0.55 4.54
H 0.99 0.17 2.81
H -1.13 3.66 0.32
O 6.02 7.75 0.57
H 3.45 -3.61 4.63
Cl -2.15 -10.19 -1.03
Cl -10.89 -3.52 -1.76
O 1.49 1.13 -0.28
C 2.03 -2.07 5.07
H 1.45 -3.94 -4.08
Cl -1.71 -5.72 -7.36
C -0.56 -0.96 -0.12
H -0.54 2.41 -0.74
Cl 4.08 0.55 8.68
H -0.54 -1.41 1.97
Cl -9.72 -3.15 0.85
H 2.71 -0.84 0.62
C 0.99 -0.02 1.74
H 3.83 6.06 0.63
Cl -3.05 -7.50 -1.54
H 3.13 3.04 0.88
C 2.80 1.56 8.02
C 2.74 -2.99 4.09
Cl 0.09 -3.46 -7.12
Cl -8.07 -3.97 -1.37
H 1.91 2.40 3.77
C -0.46 5.85 -5.67
H 3.70 -2.84 2.13
P -2.87 -0.18 2.34
N 1.29 1.33 1.11
C 0.86 -4.49 -3.35
Cl -7.47 -7.42 -2.05
H 1.84 -2.59 6.01
H 6.25 5.99 -2.27
C -0.65 -4.02 -1.57
C -0.29 -3.32 -0.24
Cl 0.86 6.98 -5.45
C -7.17 3.47 -0.51
H 1.51 4.35 0.34
C -1.72 -8.64 -1.74
C -1.04 1.78 2.11
Cl -7.42 -10.03 -3.29
P 2.85 2.03 1.82
C -0.24 3.10 0.04
C -0.03 -5.49 -4.07
Cl -7.01 5.21 -0.77
Cl -8.55 -9.70 -0.65
N 2.80 2.48 3.28
H 0.47 -3.90 0.28
H -0.84 -4.97 -4.59
Cl -2.70 -3.04 -7.75
H 4.53 8.89 -0.28
Cl -6.00 2.61 -1.51
N 4.34 6.38 -1.42
H 4.53 -1.98 3.40
Cl -6.86 3.11 1.19
H -0.38 -0.12 -0.79
H 1.59 -5.01 -2.71
P -0.69 2.09 3.98
H -2.87 -1.44 1.71
H 2.03 -3.66 3.60
H 4.24 8.34 1.36
S 4.78 3.72 -1.36
S 2.36 5.12 -2.51
H 2.36 3.04 -1.48
H 0.29 5.07 -0.65
H 0.90 3.21 -2.42
C 3.54 -2.23 3.03
C 4.65 8.04 0.39
Cl -1.38 -8.84 -3.46
H -1.19 -3.25 0.39
Cl -5.70 -9.45 -1.05
Cl -10.00 -5.81 -0.25
Cl 1.22 0.93 8.52
C -1.31 -4.11 -7.99
H -1.87 2.45 1.86
```

For the largest force on an atom, the calculation gives 0.0237 hartree/bohr. The calculation puts the HOMO-LUMO gap at 8.32 eV. The electronic energy is -19441.9067 Eh. As for the charge: +1.



No. 4
Below is a cluster of 2 separate species, C2H3NOS2 in total in a non-equilibrium geometry, with properties calculated with ωB97M-V/def2-TZVPD.

Geometry as XYZ:
```
9
C2H3NOS2 ωB97M-V/def2-TZVPD
S 0.00 -1.24 -1.39
H -1.58 0.04 0.10
O -0.23 -0.77 2.64
H 0.81 -0.87 -2.36
N 0.41 -0.19 1.84
C 1.15 0.42 1.15
C -0.93 0.16 -0.77
S -0.82 1.64 -1.40
H 1.19 0.80 0.19
```

For the largest force on an atom, the calculation gives 0.0615 hartree/bohr. The calculation puts the HOMO-LUMO gap at 8.43 eV. Its structure (SMILES) is C#[N+][O-].S=CS. The electronic energy is -1004.2197 Eh.



No. 5
Below is a structure of composition C22H22N4O3 in a non-equilibrium geometry, with properties calculated with ωB97M-V/def2-TZVPD.

Geometry as XYZ:
```
51
C22H22N4O3 ωB97M-V/def2-TZVPD
C 1.25 -2.06 0.53
C -4.71 -0.38 -0.15
N -2.82 2.43 0.95
C -2.25 0.43 0.24
C 3.55 -1.23 0.59
C -4.06 1.81 0.68
H -4.55 -1.62 -0.23
H 2.12 -0.88 -1.60
C 3.91 3.50 -1.03
H 6.21 2.05 -3.01
C 2.65 1.00 1.18
H -7.38 1.62 0.35
O -3.35 -3.19 0.39
C 3.45 2.43 -0.32
H 3.11 -2.00 -2.42
N 2.35 -1.82 -1.71
N 0.17 -2.55 -0.21
H -0.56 1.71 0.52
H -6.86 -0.88 0.01
C -5.30 2.34 0.58
C 4.83 3.24 -2.16
H -0.28 0.11 -0.20
H -0.70 -4.19 0.58
C -1.14 -1.91 0.45
N 2.61 2.34 0.85
H 3.57 -1.36 1.59
H -0.83 -1.37 1.47
C 5.52 2.11 -2.21
C -3.66 0.59 0.16
H -2.74 3.63 0.93
C 2.62 -2.20 -0.26
H 2.37 3.25 1.45
H 2.00 0.47 1.88
H 5.31 4.22 -2.66
C -6.33 1.21 0.58
C -1.73 1.71 0.53
H 3.50 4.47 -0.76
C -1.36 -0.60 -0.40
C -6.11 -0.07 0.11
C -2.19 -3.08 0.52
O -1.71 -4.34 0.57
H -5.81 3.44 0.55
C 3.85 1.03 -0.60
H 2.84 -3.25 -0.30
C 4.76 0.82 -1.65
C 3.45 0.19 0.39
H 4.59 -1.53 0.40
O 1.08 -1.52 1.61
H 0.60 -2.70 -1.18
H -1.69 -0.76 -1.71
H 4.83 -0.11 -2.09
```

For the largest force on an atom, the calculation gives 0.1436 hartree/bohr. The calculation puts the HOMO-LUMO gap at 7.98 eV. The electronic energy is -1295.9548 Eh.



No. 6
Below is a structure of composition C19H33BrClNO8P2S2 in a non-equilibrium geometry, with properties calculated with ωB97M-V/def2-TZVPD.

Geometry as XYZ:
```
67
C19H33BrClNO8P2S2 ωB97M-V/def2-TZVPD
S -0.69 -3.00 1.27
O 0.60 -1.63 3.86
O 0.52 0.11 -3.63
C 1.30 0.87 -0.88
H -1.27 3.92 0.13
C -0.52 3.28 -0.30
H -3.66 -3.08 -4.71
H 3.34 -0.86 -0.44
C -0.09 -2.32 -1.36
P -0.74 -0.11 -2.89
H -1.76 3.75 2.28
C -0.82 0.14 4.50
H 0.92 1.46 -1.69
C -0.45 3.68 -1.77
C -2.14 -3.62 -2.40
C -2.07 1.70 1.60
H 2.08 -1.75 2.19
S -3.78 -4.41 -4.56
H 1.64 1.81 3.27
H -2.63 -5.67 -2.91
H -1.53 -4.87 -4.06
H 1.76 -2.47 0.70
O -0.17 -3.24 -0.29
Br 1.83 -2.32 -1.95
H -0.42 4.76 -1.80
H -0.54 1.18 4.61
H 0.40 3.64 0.16
H 1.59 2.26 0.77
H -2.30 0.77 2.08
O -0.64 -1.39 1.46
C 0.59 -0.63 1.18
H -1.52 1.03 -2.64
H 3.07 1.45 0.30
H -1.36 3.41 -2.30
C 3.63 3.56 -0.72
H -3.03 2.10 1.28
H 2.61 1.00 2.08
Cl -2.41 -0.98 -0.91
O -2.09 -3.27 1.25
C 0.16 0.15 -0.16
C 2.13 1.85 -0.07
H -1.85 0.02 4.18
C 1.85 -1.50 1.17
C 0.14 -0.53 3.56
H -1.61 -0.95 -3.61
O 4.12 -0.75 1.38
H 0.43 3.34 -2.29
H -0.46 -2.74 -3.51
H -2.79 -2.81 -2.70
H 4.17 3.29 0.20
C 1.86 0.84 2.83
H -0.46 2.63 2.73
H 2.34 0.28 3.63
N 0.61 0.21 2.40
O 4.08 4.40 -1.49
C -2.39 -4.76 -3.42
C 3.17 -0.97 0.63
C -0.70 -3.15 -2.54
P -1.09 1.58 0.07
C -1.53 2.75 2.60
H -0.10 -4.05 -2.49
H -2.39 -3.94 -1.40
O 2.45 2.96 -0.94
C -0.62 -0.88 -1.19
H -2.03 2.61 3.55
H 1.98 0.19 -1.37
H -0.72 -0.33 5.46
```

For the largest force on an atom, the calculation gives 0.0541 hartree/bohr. The calculation puts the HOMO-LUMO gap at 7.89 eV. The electronic energy is -5913.5737 Eh.



No. 7
Below is a cluster of 2 separate species, C3H11N2S in total in a non-equilibrium geometry, with properties calculated with ωB97M-V/def2-TZVPD.

Geometry as XYZ:
```
17
C3H11N2S ωB97M-V/def2-TZVPD
H 2.20 0.08 2.93
C 2.75 0.05 1.03
C -2.71 0.55 0.42
S -1.13 0.05 -0.23
H -3.23 -0.30 0.96
H 1.05 -0.68 1.85
H 3.17 0.01 -0.93
C -1.44 -0.42 -2.05
H -2.52 1.42 1.10
N 2.39 -0.04 -0.25
H -1.33 -1.55 -1.97
H 3.80 0.16 1.25
H -3.20 0.97 -0.49
H -0.68 0.24 -2.68
N 1.87 -0.10 2.05
H 1.43 -0.27 -0.56
H -2.44 -0.15 -2.42
```

For the largest force on an atom, the calculation gives 0.0937 hartree/bohr. The calculation puts the HOMO-LUMO gap (alpha / beta) at 12.04 / 7.47 eV. Its multiplicity is 2. The electronic energy is -627.8929 Eh. As for the expectation value of S²: 0.753. As for the charge: +2.